#A
Below is a 2-piece molecular cluster, C7H11N2O2 overall, with properties calculated with ωB97M-V/def2-TZVPD.

Properties
- Kohn-Sham gap (eV) = 1.93
- highest occupied orbital energy (hartree) = -0.03417

The geometry in ORCA input format:
```
! wB97M-V def2-TZVPD RIJCOSX def2/J DEFGRID3
* xyz -1 1
H 1.89 1.63 5.28
H -0.75 -1.38 -4.86
N 1.65 1.43 4.29
H -0.66 -1.34 1.16
C 0.12 -0.90 0.38
N 1.45 0.37 2.16
C 2.04 0.17 3.54
H 0.37 3.43 3.64
C -1.74 -1.57 -4.42
C -1.99 -0.38 -3.37
C 1.49 -0.57 0.94
H 2.50 -0.93 0.47
H 2.65 -0.78 3.85
H -1.54 -2.46 -3.81
H -2.22 0.51 -3.97
C 0.67 1.63 1.88
O -2.78 -1.63 -5.26
H -0.20 -0.71 -0.73
O -0.94 -0.30 -2.54
H 0.11 2.00 0.91
H -2.97 -0.59 -2.91
C 0.83 2.36 3.37
*
```

=====

#B
Below is a 2-piece molecular cluster, C7H11N2O2 overall, with properties calculated with ωB97M-V/def2-TZVPD.

Properties
- Kohn-Sham gap (eV) = 6.89
- highest occupied orbital energy (hartree) = -0.12066

The geometry in ORCA input format:
```
! wB97M-V def2-TZVPD RIJCOSX def2/J DEFGRID3
* xyz -1 1
H 0.87 2.16 0.81
H 0.95 -1.48 -1.16
H 3.18 0.66 -0.36
N -2.57 -0.30 0.73
C 1.30 1.26 0.37
H -1.85 -0.37 -1.39
H -0.04 -2.86 -0.93
C 2.82 1.26 0.52
N -0.72 -1.43 1.56
C 0.48 -2.03 -0.44
H 0.86 0.35 1.05
C -1.67 -0.60 -0.34
H 3.23 0.92 1.52
H -2.22 -0.71 2.94
O -0.35 1.88 -1.06
H 3.22 2.34 0.50
C 0.90 1.10 -1.08
C -2.00 -0.81 1.85
C -0.59 -1.31 0.24
H -1.14 1.26 -1.28
O 1.28 0.49 -2.04
H 1.17 -2.32 0.34
*
```

=====

#C
Below is C7H11N2O2 as an isolated structure, with properties calculated with ωB97M-V/def2-TZVPD.

Properties
- Kohn-Sham gap (eV) = 8.22
- highest occupied orbital energy (hartree) = -0.16609

The geometry in ORCA input format:
```
! wB97M-V def2-TZVPD RIJCOSX def2/J DEFGRID3
* xyz -1 1
H 1.75 2.15 2.46
H -3.83 0.55 -0.60
C -0.91 -0.56 -1.26
H -0.46 0.28 -1.77
H 2.00 3.17 1.01
H 0.72 0.97 0.62
H 3.33 2.19 1.65
C -3.40 0.03 -1.46
C 1.81 1.00 0.65
C -1.12 -2.37 -0.16
H -0.94 -3.27 0.42
N -2.36 -1.97 -0.34
H 2.15 1.15 -0.38
N -0.18 -1.57 -0.71
O 3.35 -0.28 1.95
C -2.24 -0.81 -1.04
C 2.25 2.21 1.49
O 2.02 -1.38 0.53
H -3.09 0.76 -2.20
H -4.20 -0.57 -1.89
H 0.90 -1.36 -0.10
C 2.45 -0.31 1.12
*
```

=====

Stability summary - winner: #C; margin: 2.710 eV.

=====

#A
Below is the molecule C7H13N3O, with properties calculated with ωB97M-V/def2-TZVPD.

Properties
- Kohn-Sham gap (eV) = 8.96
- highest occupied orbital energy (hartree) = -0.30666
- SMILES = CN1N=N[C@H]2CCCC[C@]21O

The geometry in ORCA input format:
```
! wB97M-V def2-TZVPD RIJCOSX def2/J DEFGRID3
* xyz 0 1
H 0.69 1.92 -1.08
N -1.16 2.08 0.01
H 1.74 2.37 0.84
H 2.50 0.29 0.38
H 1.45 -1.44 -0.79
N -1.81 0.10 -0.66
H -2.09 -1.84 -0.52
H 1.61 -1.80 1.48
C -2.73 -0.95 -0.80
H -3.62 -0.85 -0.17
H 0.80 -0.66 -2.41
H 0.35 1.77 1.90
O 0.18 0.05 -2.23
C -0.05 0.02 -0.89
C 1.90 0.30 1.27
H -0.17 -1.97 -0.22
N -2.11 1.27 -0.21
H -3.09 -1.16 -1.81
C 0.50 -1.11 -0.14
C 1.11 -0.91 1.25
C 0.18 1.48 -0.27
H 2.55 0.40 2.18
H 0.24 -0.88 1.87
C 1.02 1.54 1.01
*
```

=====

#B
Below is a 2-piece molecular cluster, C7H13N3O overall, with properties calculated with ωB97M-V/def2-TZVPD.

Properties
- Kohn-Sham gap (eV) = 9.34
- highest occupied orbital energy (hartree) = -0.32100
- SMILES = CCc1c[nH]cn1.CC(N)=O

The geometry in ORCA input format:
```
! wB97M-V def2-TZVPD RIJCOSX def2/J DEFGRID3
* xyz 0 1
H -1.01 -1.93 -1.56
C 1.83 -0.11 2.05
H 2.65 -0.62 1.56
H -3.42 0.92 -0.08
H 1.95 0.94 1.76
C -2.40 0.96 0.28
C 1.00 -1.12 -1.69
N 1.27 0.19 -1.48
O 1.81 -1.99 -1.41
H -0.15 -2.13 -3.10
H 0.48 -1.52 1.11
H 0.19 2.44 1.53
H 1.94 -0.07 3.13
H 0.55 0.88 -1.59
N -1.63 -0.08 0.46
H -0.88 -0.58 -2.68
H -2.12 3.00 0.38
H -0.11 -0.91 2.60
H 2.11 0.42 -0.98
C 0.41 -0.60 1.69
C -0.51 1.76 1.07
C -0.46 0.39 1.01
N -1.77 2.10 0.65
C -0.35 -1.45 -2.27
*
```

=====

Stability summary - winner: #B; margin: 3.542 eV.

=====

#A
Below is the molecule CHF3O3S, with properties calculated with ωB97M-V/def2-TZVPD.

Properties
- Kohn-Sham gap (eV) = 12.03
- highest occupied orbital energy (hartree) = -0.42806

The geometry in ORCA input format:
```
! wB97M-V def2-TZVPD RIJCOSX def2/J DEFGRID3
* xyz 0 1
F 1.15 0.50 -2.14
O -0.39 -0.28 1.87
O -0.34 2.25 -1.74
H -0.52 -1.04 2.53
S -0.31 0.88 -1.58
O 0.07 0.69 0.02
F -0.82 -1.35 -0.07
C -0.03 -0.53 0.61
F 1.18 -1.12 0.49
*
```

=====

#B
Below is a 2-piece molecular cluster, CHF3O3S overall, with properties calculated with ωB97M-V/def2-TZVPD.

Properties
- Kohn-Sham gap (spin up / spin down) (eV) = 8.73 / 8.73
- highest occupied orbital energy (spin up / spin down) (hartree) = -0.44187 / -0.44193

The geometry in ORCA input format:
```
! wB97M-V def2-TZVPD RIJCOSX def2/J DEFGRID3
* xyz 0 1
F 2.16 3.28 0.56
F 2.62 1.87 2.06
H -0.54 -0.98 0.46
O 0.15 -0.15 -1.85
O 1.62 -1.37 -0.24
F 2.98 1.36 -0.01
O 0.90 1.45 0.70
S 0.55 -0.50 -0.53
C 2.09 1.93 0.81
*
```

=====

Stability summary - winner: #A; margin: 2.846 eV.

=====

#A
Below is C3H6I2NS as an isolated structure, with properties calculated with ωB97M-V/def2-TZVPD.

Properties
- Kohn-Sham gap (eV) = 8.15
- highest occupied orbital energy (hartree) = -0.47611

The geometry in ORCA input format:
```
! wB97M-V def2-TZVPD RIJCOSX def2/J DEFGRID3
* xyz 1 1
C -0.33 0.65 0.87
H -1.86 -0.30 0.15
C 1.09 1.03 0.43
S 1.65 -0.25 -0.76
H 0.02 -0.13 1.56
H -1.08 0.45 -1.17
I -0.68 -1.81 -2.84
H -0.69 1.60 1.18
I 0.05 -2.92 0.54
C -0.20 -1.22 -0.81
H 1.93 1.02 1.18
H 1.08 1.94 -0.08
N -0.98 -0.05 -0.25
*
```

=====

#B
Below is C3H6I2NS as an isolated structure, with properties calculated with ωB97M-V/def2-TZVPD.

Properties
- Kohn-Sham gap (eV) = 7.53
- highest occupied orbital energy (hartree) = -0.47456

The geometry in ORCA input format:
```
! wB97M-V def2-TZVPD RIJCOSX def2/J DEFGRID3
* xyz 1 1
C 0.76 1.35 0.12
C 0.45 -0.14 0.44
C -0.76 -1.95 -0.96
N -0.62 -0.77 -0.29
H 0.94 1.43 -0.95
S -0.61 2.47 0.73
H 0.42 -0.11 1.47
H 1.32 -0.82 0.21
I -2.61 -2.31 -1.86
I 0.93 -3.17 -1.39
H 1.56 1.55 0.86
H -0.17 2.70 1.95
H -1.60 -0.23 -0.34
*
```

=====

Stability summary - winner: #B; margin: 0.351 eV.